1.
Entry from the OMol25 dataset: a gas-phase ion, C3H8N5 (charge +1) at a distorted geometry (wB97M-V/def2-TZVPD).

XYZ file:
```
16
Properties=species:S:1:pos:R:3:nbo_charge:R:1
C 0.110 -0.959 -0.819 0.353
C -0.133 0.784 0.847 0.491
C 0.907 -0.167 0.248 -0.515
N -0.532 -0.379 -1.750 -0.241
N -0.930 1.428 0.023 -0.315
N 0.136 -2.339 -0.782 -0.791
N -0.294 0.935 2.184 -0.748
N -0.687 1.565 -1.236 -0.307
H 1.306 -0.717 0.998 0.250
H 1.616 0.452 -0.179 0.255
H 0.430 -2.831 0.005 0.402
H 0.334 -2.883 -1.630 0.428
H 0.223 0.528 2.920 0.422
H -1.257 1.046 2.405 0.419
H 0.316 1.820 -1.496 0.436
H -1.545 1.716 -1.739 0.460
```

For the energy above the lowest of the compared OMol25 structures with the same formula, charge and spin, the calculation gives 344.1 kJ/mol. Its net charge is +1. As for the multiplicity: 1. The calculation puts the orbital gap (alpha / beta) at 8.219 / 8.637 eV.

2.
Entry from the OMol25 dataset: a gas-phase ion, C3H8N5 (charge +1) at a distorted geometry (wB97M-V/def2-TZVPD).

XYZ file:
```
16
Properties=species:S:1:pos:R:3:nbo_charge:R:1
N -3.194 -0.094 0.112 -0.601
N -2.086 0.706 -0.151 -0.287
C -0.848 0.422 -0.100 0.492
N 0.096 1.499 -0.095 -0.528
C 1.384 1.495 0.140 0.385
N 1.963 0.335 0.256 -0.519
C 1.314 -0.941 -0.232 -0.061
N -0.150 -0.820 0.064 -0.675
H -4.010 0.420 -0.199 0.392
H -3.116 -1.007 -0.326 0.356
H -0.448 2.372 -0.207 0.464
H 2.001 2.375 0.282 0.256
H 2.899 0.113 0.220 0.429
H 1.889 -1.672 0.467 0.245
H 1.442 -1.111 -1.378 0.225
H -0.649 -1.680 0.254 0.428
```

For the energy above the lowest of the compared OMol25 structures with the same formula, charge and spin, the calculation gives 137.6 kJ/mol. Its net charge is +1. As for the multiplicity: 1. The SMILES is N/N=C1/NC=[NH+]CN1. The calculation puts the orbital gap at 8.513 eV.

3.
Entry from the OMol25 dataset: 2 unconnected molecules or ions with the total composition C3H8NO (wB97M-V/def2-TZVPD).

XYZ file:
```
13
Properties=species:S:1:pos:R:3:lowdin_spin:R:1
C -0.366 1.693 -1.373 0.023
O -0.325 2.439 -0.257 0.002
H 0.222 2.110 -2.246 0.002
H 0.014 0.654 -1.264 0.010
H -1.379 1.545 -1.854 0.007
C 0.329 -1.918 0.238 0.531
C 0.164 -0.042 1.707 0.061
N 0.545 -1.233 1.521 0.023
H 0.427 -2.989 0.440 0.187
H 1.057 -1.578 -0.500 0.061
H -0.656 -1.693 -0.176 0.078
H 0.212 0.301 2.752 0.011
H -0.245 0.713 1.010 0.004
```

For the energy above the lowest of the compared OMol25 structures with the same formula, charge and spin, the calculation gives 96.4 kJ/mol. Its net charge is -2. The expectation value of S² is 0.75. As for the multiplicity: 2. The calculation puts the orbital gap (alpha / beta) at 3.073 / 6.908 eV.

4.
Entry from the OMol25 dataset: 2 unconnected molecules or ions with the total composition C3H8NO at a distorted geometry (wB97M-V/def2-TZVPD).

XYZ file:
```
13
Properties=species:S:1:pos:R:3:lowdin_spin:R:1
C 2.096 0.001 0.702 0.114
O 3.174 0.090 -0.078 0.789
H 1.332 0.813 0.638 0.033
H 1.431 -0.799 0.361 0.060
H 2.256 -0.170 1.779 0.000
C -1.079 0.185 -1.397 0.001
C -1.704 -0.331 0.734 0.000
N -2.173 -0.138 -0.431 0.000
H -0.166 -0.256 -1.037 0.001
H -0.967 1.278 -1.453 0.000
H -1.197 -0.200 -2.403 0.000
H -2.345 -0.371 1.619 0.000
H -0.658 -0.103 0.966 0.001
```

For the energy above the lowest of the compared OMol25 structures with the same formula, charge and spin, the calculation gives 160.6 kJ/mol. The expectation value of S² is 0.75. As for the multiplicity: 2. The calculation puts the orbital gap (alpha / beta) at 10.986 / 8.381 eV.

5.
Entry from the OMol25 dataset: 2 unconnected molecules or ions with the total composition C3H8NO at a distorted geometry (wB97M-V/def2-TZVPD).

XYZ file:
```
13
Properties=species:S:1:pos:R:3:lowdin_spin:R:1
C -2.831 -0.009 1.266 0.620
N -1.932 -0.878 0.716 0.255
H -2.559 0.683 2.046 0.046
H -3.758 0.199 0.737 0.053
H -2.278 -1.724 0.302 0.008
H -0.987 -0.624 0.467 0.014
O 0.555 -0.205 -0.539 0.003
C 1.751 -0.153 -0.709 0.000
C 2.462 1.181 -0.808 0.000
H 2.263 -1.084 -1.008 0.000
H 2.066 1.617 -1.723 0.000
H 2.180 1.806 0.035 0.000
H 3.534 1.004 -0.872 0.000
```

For the energy above the lowest of the compared OMol25 structures with the same formula, charge and spin, the calculation gives 27.7 kJ/mol. The expectation value of S² is 0.75. As for the multiplicity: 2. The calculation puts the orbital gap (alpha / beta) at 6.868 / 10.035 eV.

6.
Entry from the OMol25 dataset: 2 unconnected molecules or ions with the total composition C3H8NO at a distorted geometry (wB97M-V/def2-TZVPD).

XYZ file:
```
13
Properties=species:S:1:pos:R:3:nbo_charge:R:1
C 2.504 1.282 0.033 0.178
N 2.064 2.151 0.854 -0.585
H 3.541 1.166 -0.275 0.240
H 1.804 0.516 -0.312 0.258
H 1.252 1.922 1.428 0.458
H 2.516 3.045 1.035 0.448
O -0.558 -0.168 -0.292 -0.601
C -1.509 -0.790 -0.714 0.483
C -2.346 -1.872 -0.125 -0.751
H -1.763 -0.495 -1.749 0.112
H -3.359 -1.749 0.244 0.275
H -2.340 -2.672 -0.849 0.251
H -1.805 -2.336 0.721 0.236
```

For the energy above the lowest of the compared OMol25 structures with the same formula, charge and spin, the calculation gives 126.7 kJ/mol. Its net charge is +1. As for the multiplicity: 1. The calculation puts the orbital gap at 7.519 eV.

7.
Entry from the OMol25 dataset: 2 unconnected molecules or ions with the total composition C3H8NO2 (wB97M-V/def2-TZVPD).

XYZ file:
```
14
Properties=species:S:1:pos:R:3:nbo_charge:R:1
C -1.518 1.607 -0.081 -0.240
O -1.873 0.307 -0.476 -0.788
H -2.328 2.287 -0.366 0.144
H -1.390 1.685 1.002 0.153
H -0.603 1.961 -0.569 0.161
C 0.900 -0.536 1.066 0.457
N 0.340 -1.252 0.101 -0.739
C 0.973 -1.064 -1.205 -0.443
O 1.723 0.400 1.001 -0.775
H 0.531 -0.842 2.072 0.057
H -1.137 -0.299 -0.187 0.504
H 1.315 -0.036 -1.372 0.178
H 0.244 -1.296 -1.985 0.169
H 1.832 -1.732 -1.319 0.161
```

For the energy above the lowest of the compared OMol25 structures with the same formula, charge and spin, the calculation gives 144.6 kJ/mol. Its net charge is -1. As for the multiplicity: 1. The calculation puts the orbital gap at 7.789 eV.

8.
Entry from the OMol25 dataset: a gas-phase ion, C3H8NO2 (charge -1) at a distorted geometry (wB97M-V/def2-TZVPD).

XYZ file:
```
14
Properties=species:S:1:pos:R:3:nbo_charge:R:1
O -2.118 -1.386 -0.036 -0.958
C -0.876 -1.563 -0.496 0.129
N -0.321 -0.345 -1.206 -0.697
C 0.610 0.454 -0.432 -0.250
C 0.117 1.114 0.845 -0.095
O 1.199 1.260 1.799 -0.744
H -0.137 -1.785 0.296 0.058
H -0.839 -2.367 -1.266 0.069
H -1.161 0.136 -1.508 0.354
H 1.111 1.160 -1.089 0.168
H 1.352 -0.306 -0.137 0.168
H -0.674 0.555 1.329 0.208
H -0.237 2.112 0.581 0.139
H 1.975 0.961 1.321 0.453
```

For the energy above the lowest of the compared OMol25 structures with the same formula, charge and spin, the calculation gives 278.6 kJ/mol. Its net charge is -1. As for the multiplicity: 1. The SMILES is [O-]CNCCO. The calculation puts the orbital gap at 6.264 eV.